[1]
Below is C3H11N3 in the gas phase, with properties calculated with wB97M-V/def2-TZVPD.

Values from the calculation:
Max |F|: 0.0071 hartree/bohr
ΔE to the lowest compared entry with this formula, charge and spin: 1.492 eV
HOMO level: -8.77 eV
LUMO level: 0.038 Ha

Last column: natural (NBO) charge in e.
CARTESIAN COORDINATES (ANGSTROEM)
1 N 1.44 1.07 -0.17  -0.853
2 C 1.57 -0.37 0.02  -0.212
3 C 0.27 -0.97 0.56  -0.438
4 C -0.94 -0.84 -0.40  -0.238
5 N -1.99 0.06 0.05  -0.465
6 N -1.64 1.42 0.20  -0.677
7 H 2.36 1.49 -0.28  0.364
8 H 0.92 1.26 -1.02  0.352
9 H 2.36 -0.54 0.76  0.193
10 H 1.86 -0.91 -0.90  0.162
11 H 0.45 -2.03 0.77  0.209
12 H 0.03 -0.48 1.50  0.204
13 H -0.61 -0.48 -1.38  0.175
14 H -1.41 -1.81 -0.54  0.203
15 H -2.34 -0.25 0.96  0.339
16 H -0.70 1.54 0.60  0.346
17 H -1.63 1.84 -0.73  0.335

***

[2]
Below is a 2-piece molecular cluster, C3H11N3 overall, with properties calculated with wB97M-V/def2-TZVPD.

Values from the calculation:
Max |F|: 0.1038 hartree/bohr
ΔE to the lowest compared entry with this formula, charge and spin: 2.361 eV
HOMO level: -8.90 eV
LUMO level: 0.030 Ha

Last column: natural (NBO) charge in e.
CARTESIAN COORDINATES (ANGSTROEM)
1 H -1.07 -3.69 1.34  0.344
2 N -1.57 -2.76 1.25  -0.762
3 C -0.79 -1.95 0.54  0.284
4 N -0.84 -0.60 0.60  -0.822
5 H 0.01 -2.37 -0.08  0.144
6 H -0.13 0.01 0.44  0.405
7 H -1.68 -0.34 1.18  0.401
8 C 1.73 1.00 0.15  -0.475
9 N 1.18 1.43 -1.21  -0.642
10 C 0.02 2.37 -1.23  -0.429
11 H 2.79 1.32 0.24  0.207
12 H 1.85 -0.08 0.24  0.207
13 H 1.19 1.71 0.91  0.203
14 H 0.91 0.54 -1.66  0.354
15 H 0.32 3.46 -1.36  0.200
16 H -0.67 2.18 -2.14  0.212
17 H -0.65 2.23 -0.33  0.169

***

[3]
Below is a 2-piece molecular cluster, C3H11N3 overall, with properties calculated with wB97M-V/def2-TZVPD.

Values from the calculation:
Max |F|: 0.0782 hartree/bohr
ΔE to the lowest compared entry with this formula, charge and spin: 5.588 eV
HOMO level: -8.18 eV
LUMO level: 0.019 Ha

Last column: natural (NBO) charge in e.
CARTESIAN COORDINATES (ANGSTROEM)
1 H -1.24 -1.36 -2.86  0.379
2 N -0.59 -0.88 -2.21  -0.406
3 N -0.95 -0.99 -1.04  0.058
4 N -0.09 -0.76 0.45  -0.330
5 C -0.61 -0.50 1.76  -0.416
6 C 1.35 -0.85 0.36  -0.435
7 H -0.17 0.40 2.21  0.182
8 H -0.35 -1.32 2.44  0.191
9 H -1.69 -0.41 1.70  0.222
10 H 1.84 0.06 0.73  0.175
11 H 1.71 -1.70 0.95  0.188
12 H 1.60 -1.00 -0.69  0.214
13 C -0.14 1.93 -0.71  -0.877
14 H -0.38 2.30 -1.71  0.215
15 H -0.91 2.16 0.01  0.206
16 H 0.86 2.06 -0.31  0.210
17 H -0.25 0.85 -1.07  0.224

***

[4]
Below is C3H11N3 in the gas phase, with properties calculated with wB97M-V/def2-TZVPD.

Values from the calculation:
Max |F|: 0.0509 hartree/bohr
ΔE to the lowest compared entry with this formula, charge and spin: 2.824 eV
HOMO level: -7.81 eV
LUMO level: 0.046 Ha

Last column: natural (NBO) charge in e.
CARTESIAN COORDINATES (ANGSTROEM)
1 C 2.51 0.07 0.81  -0.609
2 C 1.03 0.38 0.91  -0.397
3 C 0.21 -0.44 -0.15  -0.223
4 N -1.19 -0.29 0.24  -0.491
5 N -1.94 -0.54 -1.00  -0.344
6 N -2.22 0.70 -1.62  -0.690
7 H 2.71 -0.96 1.11  0.199
8 H 2.88 0.21 -0.22  0.202
9 H 3.09 0.73 1.46  0.208
10 H 0.86 1.45 0.73  0.201
11 H 0.69 0.17 1.93  0.191
12 H 0.51 -1.49 -0.12  0.166
13 H 0.44 -0.02 -1.14  0.214
14 H -1.39 -1.02 0.93  0.356
15 H -2.80 -1.09 -0.83  0.327
16 H -2.30 1.43 -0.91  0.339
17 H -3.10 0.70 -2.14  0.351

***

[5]
Below is a 2-piece molecular cluster, C3H11N3O overall, with properties calculated with wB97M-V/def2-TZVPD.

Values from the calculation:
Max |F|: 0.0517 hartree/bohr
ΔE to the lowest compared entry with this formula, charge and spin: 2.177 eV
HOMO level: -9.23 eV
LUMO level: 0.029 Ha

Last column: natural (NBO) charge in e.
CARTESIAN COORDINATES (ANGSTROEM)
1 C -0.28 0.42 1.90  -0.406
2 N -1.03 -0.03 0.75  -0.306
3 N -1.54 -1.35 0.78  -0.646
4 C -1.50 0.86 -0.24  0.487
5 O -2.48 0.64 -0.95  -0.600
6 H 0.30 1.32 1.64  0.208
7 H -0.97 0.67 2.71  0.196
8 H 0.41 -0.36 2.22  0.216
9 H -1.20 -1.83 -0.05  0.356
10 H -2.55 -1.27 0.62  0.367
11 H -1.07 1.87 -0.12  0.127
12 C 2.14 0.22 -1.43  -0.408
13 N 1.12 -0.81 -1.51  -0.830
14 H 1.96 0.98 -2.19  0.194
15 H 3.13 -0.21 -1.58  0.194
16 H 2.12 0.71 -0.45  0.154
17 H 1.27 -1.48 -0.75  0.346
18 H 0.16 -0.35 -1.34  0.349

***

[6]
Below is a 2-piece molecular cluster, C3H11N3O overall, with properties calculated with wB97M-V/def2-TZVPD.

Values from the calculation:
Max |F|: 0.0950 hartree/bohr
ΔE to the lowest compared entry with this formula, charge and spin: 4.798 eV
HOMO level: -7.10 eV
LUMO level: 0.018 Ha

Last column: natural (NBO) charge in e.
CARTESIAN COORDINATES (ANGSTROEM)
1 C 0.44 1.81 0.88  -0.655
2 C -0.23 0.49 1.05  -0.198
3 C -1.20 -0.01 0.21  0.331
4 N -1.98 0.85 -0.55  -0.849
5 O -1.89 -1.16 0.61  -0.721
6 H 0.83 1.92 -0.13  0.237
7 H -0.26 2.64 1.05  0.206
8 H 1.28 1.91 1.58  0.224
9 H 0.21 -0.18 1.78  0.207
10 H -2.28 1.69 -0.07  0.378
11 H -2.81 0.39 -0.92  0.384
12 H -1.71 -1.35 1.54  0.488
13 N 1.14 -1.31 -0.71  -0.757
14 N 2.35 -1.31 -1.42  -0.682
15 H 0.85 -2.26 -0.47  0.323
16 H 0.06 -0.79 -0.75  0.401
17 H 2.25 -1.18 -2.42  0.330
18 H 2.95 -2.13 -1.26  0.355

***

> LUMO level of number 5 (C3H11N3O)?

0.029 Ha

***

> Among the records above, which one has the highest LUMO level?

number 4

***

> Which value of LUMO level does entry 6 give?

0.018 Ha